{"formula": "C3H19N2O10", "method": "the ωB97M-V functional and the def2-TZVPD basis", "largest_force_ev_per_a": 4.052, "total_charge": -1, "lumo_energy_ev": 2.8660, "de_lowest_kcal_mol": 40.6, "total_energy_ha": -987.68830, "elements": ["O", "C", "N", "C", "O", "O", "C", "N", "H", "H", "H", "H", "H", "H", "H", "O", "H", "H", "O", "H", "H", "O", "H", "H", "O", "H", "H", "O", "H", "H", "O", "H", "H", "O"], "coordinates": [[-1.02826, 3.29255, 1.97991], [-1.27755, 2.17218, 1.62559], [-1.06603, 1.94814, 0.26609], [-0.78817, 0.78589, -0.48780], [-0.75933, 1.02153, -1.77979], [-0.28325, -0.19940, 0.03219], [-1.42798, 1.09592, 2.66200], [-1.76345, -0.27248, 2.30724], [-0.88336, 2.83026, -0.26068], [-0.41450, 0.92638, 3.30351], [-2.13625, 1.46336, 3.41684], [-1.23082, -0.48758, 1.46874], [-2.80537, -0.38362, 2.23990], [-2.29185, -0.82655, -2.60403], [-2.62626, 0.37104, -2.01176], [-3.17355, -0.34583, -2.38700], [3.25151, 0.21814, 1.51855], [1.97622, 0.32390, 2.30151], [2.83584, 0.83434, 2.22302], [0.45531, -2.22763, 2.68868], [1.33166, -2.12122, 1.48947], [1.23845, -2.59301, 2.31720], [0.51013, 1.01234, -3.23716], [1.31520, 1.64860, -2.12720], [1.41667, 0.94642, -2.74348], [-0.30782, -2.05945, -0.78937], [0.09609, -3.48422, -1.10520], [-0.17059, -2.93942, -0.40069], [3.18809, 0.64721, -1.00718], [2.75813, -0.54528, -1.97303], [3.56672, -0.18020, -1.54627], [-0.51792, -0.59479, -2.53617], [0.91101, -0.97971, -2.25677], [0.10132, -1.29781, -2.58684]], "atomic_forces_ev_per_a": [[-0.7528, 1.7537, 1.0895], [2.5718, -0.4864, -1.1116], [-0.9798, 0.3936, -0.2673], [2.1442, 1.6646, -3.0085], [-2.4192, 0.1030, 2.6810], [-0.3778, -0.9253, 0.7568], [1.3068, -1.8010, 2.2334], [-1.7760, 0.3658, 0.4302], [-0.5388, -1.1890, 0.7421], [-1.8813, 1.3436, -1.7361], [0.1892, 0.0804, -0.2384], [-0.5517, -0.5425, -0.1744], [1.6647, -0.0542, -0.4639], [-2.7221, 0.0771, 0.0672], [-0.8317, 0.7100, 0.1132], [3.2047, -0.8867, -0.3404], [-0.5418, 1.6136, 1.6367], [1.1480, 1.0819, 0.2073], [-0.6008, -2.7674, -1.9233], [-1.1942, 0.3846, 0.4571], [-0.1820, -0.1662, -0.5686], [1.2302, -0.2343, 0.0942], [2.5785, -0.3318, 1.5560], [-0.1692, 0.8668, 0.8777], [-1.0656, -0.0404, -3.1136], [0.1172, -0.2155, 0.0189], [0.4443, -0.8977, -1.4316], [-0.5321, 0.8032, 1.6737], [1.1799, -2.8687, -1.9705], [0.9202, 0.7621, 0.3795], [-1.5693, 2.1041, 1.8387], [-0.2412, 1.6499, 0.5397], [0.9840, 1.0509, 0.5939], [-0.7561, -3.4020, -1.6384]]}